C30H25N5PSZn | wB97M-V/def2-TZVPD

The geometry in XYZ format:
```
63
Properties=species:S:1:pos:R:3
Zn 0.5678 -0.6259 -0.1208
N -0.5184 -1.2064 -2.8865
P 0.0648 0.3510 -2.4340
C -0.9717 1.4297 -3.4398
C -0.8750 1.4236 -4.8320
C -1.7192 2.2215 -5.5842
C -2.6488 3.0407 -4.9521
C -2.7357 3.0640 -3.5689
C -1.8969 2.2577 -2.8112
C 1.7054 0.4257 -3.1953
C 2.4086 1.6220 -3.0602
C 3.6927 1.7348 -3.5669
C 4.2852 0.6514 -4.2042
C 3.5913 -0.5419 -4.3329
C 2.3020 -0.6567 -3.8296
C -1.0996 -2.0985 -2.0062
C -1.8830 -3.1568 -2.4863
C -2.4247 -4.0415 -1.5885
C -2.2052 -3.8685 -0.2192
C -1.4378 -2.8060 0.1743
N -0.8866 -1.9355 -0.6971
H -0.7690 -1.3654 -3.8524
H -0.1260 0.8157 -5.3282
H -1.6458 2.2194 -6.6635
H -3.3025 3.6680 -5.5436
H -3.4520 3.7100 -3.0797
H -1.9649 2.2711 -1.7296
H 1.9556 2.4719 -2.5601
H 4.2324 2.6669 -3.4642
H 5.2882 0.7386 -4.6006
H 4.0559 -1.3883 -4.8214
H 1.7788 -1.6009 -3.9070
H -2.0499 -3.2579 -3.5500
H -3.0262 -4.8671 -1.9452
H -2.6209 -4.5415 0.5149
H -1.2403 -2.6082 1.2203
N 9.8597 -3.7067 -1.8859
C 8.7843 -3.3800 -1.6494
C 7.4353 -2.9681 -1.3503
C 6.4131 -3.9122 -1.3093
C 5.1203 -3.5118 -1.0266
C 4.8368 -2.1684 -0.7808
C 5.8699 -1.2288 -0.8264
C 7.1637 -1.6236 -1.1087
C 3.4976 -1.7296 -0.5006
C 2.3868 -1.2942 -0.2743
H 6.6374 -4.9530 -1.4970
H 4.3200 -4.2384 -0.9938
H 5.6447 -0.1853 -0.6496
H 7.9648 -0.8984 -1.1465
C 0.9063 3.1451 3.5211
N 1.8582 2.1046 3.1513
C 3.1735 2.0329 3.5795
C 3.7148 0.9335 3.0165
N 2.7191 0.3441 2.2667
C 1.5926 1.0629 2.3453
S 0.0444 0.7720 1.6385
H 1.4637 3.9741 3.9468
H 0.1940 2.7654 4.2508
H 0.3720 3.4763 2.6345
H 3.5897 2.7644 4.2479
H 4.7079 0.5273 3.0718
H 2.8311 -0.4443 1.6260
```

Properties
**Total charge**: +1
**DFT total energy**: -3950.70418 Eh
**Kohn-Sham gap**: 8.7 eV
**HOMO energy**: -11.018 eV
**Energy relative to the best compared isomer or geometry (same formula, charge and spin)**: 0.0 kcal/mol

C30H25N6O11P2SW | wB97M-V/def2-TZVPD

The geometry in XYZ format:
```
76
Properties=species:S:1:pos:R:3
W -0.0203 -0.2827 -0.5772
O -1.9445 -2.2993 -3.6286
C -1.4941 -1.7597 -2.6400
N -0.5368 -0.7517 -2.5444
C -0.3852 0.1718 -3.5757
C -0.5226 -0.0944 -4.9594
C -0.3103 0.9833 -5.8467
C -0.2581 2.2994 -5.3376
C -0.3815 2.5444 -3.9588
C -0.2811 1.5119 -3.0628
N -0.0969 1.6160 -1.6988
C 0.2421 2.7869 -1.0071
O 0.6905 3.8340 -1.4631
C 0.1033 2.5599 0.4172
C 0.1398 3.5203 1.3780
C -0.1573 3.2532 2.7047
C -0.2898 1.9184 3.1375
C -0.2427 1.0100 2.1489
N -0.0741 1.2756 0.8113
C -2.0637 -2.1713 -1.3497
C -2.8950 -3.2169 -1.1710
C -3.6853 -3.1778 -0.0020
C -3.5761 -2.1512 0.9071
C -2.8501 -1.0069 0.5629
N -1.9694 -1.0694 -0.4336
H -0.7806 -1.0343 -5.3473
H -0.1723 0.8897 -6.9105
H -0.2924 3.1725 -5.9619
H -0.4454 3.5389 -3.5347
H 0.1376 4.5613 1.0132
H -0.3756 4.0863 3.4368
H -0.5044 1.5891 4.1644
H -0.3299 -0.0797 2.3727
H -3.1462 -3.9015 -1.9960
H -4.4619 -3.9035 0.1422
H -4.0928 -2.1421 1.8575
H -3.0936 -0.0885 1.0356
C 4.4225 -1.4183 6.0028
C 3.4998 -1.8910 4.9462
C 4.0513 -2.6591 3.9000
C 3.2066 -3.2609 2.9695
C 1.8377 -2.9515 3.0357
C 1.2686 -2.2277 4.0920
C 2.1082 -1.7725 5.1132
S 0.9363 -3.2251 1.4798
O 1.5052 -4.3745 0.8540
O -0.4944 -3.1519 1.7819
N 1.2320 -1.8575 0.5069
C 2.2490 -1.8205 -0.4615
C 3.4213 -2.6614 -0.6933
C 4.2285 -2.2516 -1.7569
C 3.7872 -1.2072 -2.6121
C 2.6401 -0.4623 -2.4082
N 1.9282 -0.8212 -1.3193
H 4.8629 -0.4281 5.7323
H 5.1885 -2.1620 6.1741
H 3.8909 -1.2814 7.0005
H 5.1028 -2.7341 3.7734
H 3.5161 -3.9630 2.1758
H 0.2338 -1.9845 4.0782
H 1.6925 -1.2676 5.9504
H 3.5383 -3.5487 -0.1134
H 5.1852 -2.6541 -1.9887
H 4.4724 -0.9663 -3.4564
H 2.2945 0.4401 -2.9779
O -3.2556 3.8000 1.1255
P -4.5358 3.0983 0.4868
O -5.8162 3.8288 0.7483
O -4.4621 1.5849 0.8524
O -4.1252 3.1586 -1.1256
P -3.1508 3.9939 -2.1464
O -4.2168 4.9085 -2.9125
O -2.6282 2.9275 -3.0857
O -2.0951 4.6501 -1.3028
H -2.6090 4.1234 0.3066
H -4.4947 4.4975 -3.8086
```

Properties
**Total charge**: -1
**DFT total energy**: -3462.67730 Eh
**Kohn-Sham gap (spin up / spin down)**: 4.8 / 4.9 eV
**Spin multiplicity**: 3
**HOMO energy (spin up / spin down)**: -4.363 / -4.364 eV
**Energy relative to the best compared isomer or geometry (same formula, charge and spin)**: 123.4 kcal/mol

C30H25OPSSe3TeZn | wB97M-V/def2-TZVPD

The geometry in XYZ format:
```
63
Properties=species:S:1:pos:R:3
Zn -0.9450 2.0437 -1.1672
Se -3.3874 1.9518 -1.5001
Se -3.6824 4.2132 -1.2491
Te -1.9953 4.9889 0.5160
Se 0.1489 4.1954 -0.5360
C 4.1330 -0.6220 -4.6244
C 3.6534 0.6642 -4.4316
C 2.4860 0.8687 -3.7223
C 1.7762 -0.2201 -3.2396
C 2.2347 -1.5294 -3.4929
C 3.4094 -1.7173 -4.1920
P 0.3379 -0.0151 -2.1450
C 1.2207 -0.5475 -0.6487
C 2.1165 0.4021 -0.1348
C 2.9404 0.1117 0.9350
C 2.9170 -1.1594 1.4782
C 2.0541 -2.1117 0.9587
C 1.1734 -1.8064 -0.0584
C -0.8563 -1.1068 -2.9761
C -1.3907 -0.5920 -4.1574
C -2.2758 -1.3396 -4.9094
C -2.5757 -2.6402 -4.5346
C -2.0348 -3.1525 -3.3789
C -1.1820 -2.4023 -2.5842
H 5.0942 -0.7748 -5.1269
H 4.2336 1.5102 -4.8118
H 2.1244 1.8848 -3.5179
H 1.6970 -2.3778 -3.0829
H 3.7657 -2.7271 -4.3913
H 2.1720 1.3915 -0.6080
H 3.6129 0.8706 1.3479
H 3.5195 -1.3933 2.3615
H 2.0357 -3.1194 1.3870
H 0.4803 -2.5732 -0.4051
H -1.0937 0.4143 -4.4805
H -2.7378 -0.9020 -5.8007
H -3.2344 -3.2584 -5.1419
H -2.2720 -4.1811 -3.0996
H -0.7970 -2.8359 -1.6623
O -0.8647 1.1679 0.6651
S -0.3173 1.7891 1.9231
C -1.8148 2.1727 2.8562
C -3.0148 1.5853 2.5318
C -4.1000 1.7428 3.3786
C -3.9908 2.5409 4.4985
C -2.7815 3.0980 4.8336
C -1.6679 2.9021 4.0400
C 0.1632 0.4132 2.9450
C 1.1542 0.5400 3.9000
C 1.5030 -0.5623 4.6594
C 0.8367 -1.7663 4.4682
C -0.1451 -1.8820 3.5080
C -0.5230 -0.7757 2.7687
H -3.1187 0.9931 1.6153
H -5.0502 1.2706 3.1150
H -4.8340 2.6989 5.1689
H -2.6879 3.7016 5.7499
H -0.6776 3.2855 4.3120
H 1.6560 1.5102 4.0476
H 2.2977 -0.5181 5.4147
H 1.0747 -2.6361 5.0657
H -0.6343 -2.8354 3.3280
H -1.3393 -0.8416 2.0338
```

Properties
**DFT total energy**: -11224.68027 Eh
**Kohn-Sham gap**: 6.7 eV
**HOMO energy**: -6.486 eV
**Energy relative to the best compared isomer or geometry (same formula, charge and spin)**: 0.0 kcal/mol

C30H26AgN3O2 | wB97M-V/def2-TZVPD

The geometry in XYZ format:
```
62
Properties=species:S:1:pos:R:3
Ag 0.0512 0.0528 -0.3658
C 1.3559 4.4720 -1.1883
O 2.1054 3.5373 -2.0125
C 1.4632 2.3658 -1.8685
N 0.3559 2.3341 -1.2635
C 0.0481 3.7155 -0.8659
C -0.3655 3.8882 0.5753
C -0.9198 5.1093 0.9548
C -1.2700 5.3423 2.2763
C -1.0760 4.3519 3.2337
C -0.5240 3.1322 2.8624
C -0.1678 2.9035 1.5366
C 2.1476 1.1740 -2.4459
C 3.3677 1.2650 -3.0983
C 3.9409 0.0965 -3.5691
C 3.2877 -1.1049 -3.3625
C 2.0734 -1.0859 -2.6901
N 1.5161 0.0311 -2.2502
C 1.3337 -2.3289 -2.3468
N 0.3557 -2.3419 -1.5605
C -0.0211 -3.7443 -1.3673
C 0.8696 -4.4994 -2.3879
O 1.7928 -3.4856 -2.8723
C -1.4980 -4.0212 -1.5206
C -2.4170 -3.0109 -1.7789
C -3.7713 -3.3087 -1.8910
C -4.2170 -4.6155 -1.7479
C -3.3011 -5.6281 -1.4900
C -1.9520 -5.3294 -1.3740
H 1.2126 5.3920 -1.7454
H 1.9357 4.6713 -0.2896
H -0.7651 4.0561 -1.5105
H -1.0872 5.8841 0.2114
H -1.7010 6.2962 2.5597
H -1.3575 4.5314 4.2653
H -0.3618 2.3471 3.5941
H 0.2652 1.9511 1.2652
H 3.8446 2.2280 -3.2207
H 4.8921 0.1205 -4.0847
H 3.6984 -2.0453 -3.7057
H 0.2658 -4.0102 -0.3466
H 0.3027 -4.8822 -3.2346
H 1.4544 -5.3003 -1.9468
H -2.0712 -1.9921 -1.8817
H -4.4791 -2.5122 -2.0875
H -5.2727 -4.8448 -1.8315
H -3.6399 -6.6505 -1.3706
H -1.2433 -6.1262 -1.1602
C 0.2696 -1.0455 1.5144
C 0.0829 -0.3127 2.7837
C -1.1678 -0.2451 3.4194
C -1.3528 0.4591 4.6030
C -0.2949 1.1404 5.1978
C 0.9494 1.1026 4.5770
C 1.1308 0.3971 3.3933
H -0.4609 -1.8507 1.4053
H 1.2740 -1.4621 1.4256
H -2.0100 -0.7545 2.9586
H -2.3362 0.4807 5.0631
H -0.4340 1.6770 6.1294
H 1.7871 1.6358 5.0168
H 2.1055 0.3972 2.9120
```

Properties
**DFT total energy**: -1620.47145 Eh
**Kohn-Sham gap**: 5.9 eV
**HOMO energy**: -6.209 eV
**Energy relative to the best compared isomer or geometry (same formula, charge and spin)**: 9.5 kcal/mol